Record 1
Below is one molecule with the formula C5H8, with properties calculated with ωB97M-V/def2-TZVPD.

Values from the calculation:
multiplicity: 1
total charge: 0
SMILES string: C[C@@H]1C=CC1
LUMO energy: 1.3 eV
calculated total energy: -195.25387 a.u.
HOMO energy: -9.4 eV

Each line ends with the Mulliken charge.
CARTESIAN COORDINATES (ANGSTROEM)
C -0.33212 -0.10087 0.45022  0.454
C 0.75073 -0.91378 1.14114  -1.361
C -0.81299 -0.54747 -0.91955  -0.664
C -0.52024 0.61265 -1.51015  -0.253
C 0.09031 1.22375 -0.26867  -0.777
H 1.15056 -0.37955 2.01096  0.333
H -1.16279 0.07799 1.14575  0.309
H 1.58043 -1.12462 0.45641  0.341
H 0.35073 -1.87224 1.49234  0.343
H -1.23992 -1.48133 -1.27770  0.386
H -0.67214 1.00063 -2.51331  0.380
H 1.17787 1.35739 -0.31990  0.246
H -0.36044 2.14746 0.11246  0.263

Atoms 1-2, force components in eV/Å:
C -0.002 -0.058 0.147
C 0.035 -0.029 -0.003

Record 2
Below is one molecule with the formula C5H8BN, with properties calculated with ωB97M-V/def2-TZVPD.

Values from the calculation:
<S²>: 2.017
multiplicity: 3
total charge: 0
LUMO energy (spin up / spin down): 0.8 / -1.1 eV
calculated total energy: -274.74208 a.u.
HOMO energy (spin up / spin down): -7.4 / -9.5 eV

Each line ends with the Löwdin spin population.
CARTESIAN COORDINATES (ANGSTROEM)
B -1.17256 -0.44361 -0.98018  0.153
C 1.78313 0.38377 -1.06936  0.747
C 1.63867 -0.16907 0.08466  0.125
C -0.54011 0.79711 0.94842  0.079
C -1.02907 0.85721 -0.45224  0.528
C 0.29211 -0.57352 0.80222  0.074
N -0.55799 -1.32509 0.00034  0.136
H -1.73941 -0.73966 -1.83472  0.004
H 1.24133 0.71509 -1.89920  0.070
H 2.52282 -0.35363 0.73344  0.031
H -0.00019 1.70002 1.24573  0.004
H -1.26476 0.69985 1.61399  0.020
H -1.22663 1.85921 -0.95035  0.022
H 0.49562 -1.12950 1.70148  0.003
H -0.44295 -2.27817 0.05576  0.005

Atoms 1-2, force components in eV/Å:
B 1.108 -3.225 2.206
C 0.974 -0.213 0.332

Respective relative energy (zero: lowest compared OMol25 entry of this formula, charge and spin) values: 23.9 32.9 kcal/mol.